Model P:
Computed, not measured: the molecule C5H9N3O, with ωB97M-V/def2-TZVPD.

Each line ends with the natural charge from an NBO analysis.
Cartesian coordinates (Å):
1 H -0.04 -2.44 -0.59  0.2230
2 C -1.01 0.69 0.07  -0.0870
3 C -0.24 -1.44 -0.78  -0.2055
4 C 0.49 0.69 -0.23  0.2676
5 N 1.04 -0.71 -0.38  -0.3485
6 C -1.78 1.77 0.06  -0.3428
7 N 1.38 1.59 0.04  -0.0993
8 H -2.87 1.93 0.29  0.2179
9 O 2.62 1.14 -0.42  -0.5609
10 H 0.77 -0.63 1.67  0.3342
11 H -1.27 2.80 0.08  0.2192
12 H 2.43 -0.49 1.05  0.3749
13 H -1.34 -1.29 1.08  0.2205
14 H -0.36 -1.09 -1.84  0.2046
15 H -2.33 -0.87 -0.38  0.2365
16 H 2.39 0.20 -0.69  0.4697
17 C -1.35 -0.74 0.04  -0.4652
18 N 1.46 -1.09 0.94  -0.6590

Summary:
**SMILES**: C=C1CCN(N)/C1=N\O
**Kohn-Sham gap**: 9.5 eV
**Highest occupied orbital energy**: -9.2 eV
**Lowest unoccupied orbital energy**: 0.31 eV

***

Model Q:
Computed, not measured: the molecule C5H9N3O, with ωB97M-V/def2-TZVPD.

Each line ends with the natural charge from an NBO analysis.
Cartesian coordinates (Å):
1 H 0.59 1.86 -1.87  0.2410
2 H 2.54 -2.16 0.70  0.1990
3 N -2.46 1.54 0.07  -0.8194
4 H -3.39 1.90 -0.10  0.4050
5 N -0.42 -0.43 0.37  -0.4685
6 H -0.26 -1.23 2.62  0.3780
7 C -1.72 1.11 -0.99  0.6384
8 H 1.12 0.20 -2.12  0.2459
9 C 1.74 -1.61 0.22  -0.5333
10 C -0.32 0.43 -0.58  0.2817
11 H 1.08 -2.24 2.55  0.3834
12 C 0.72 -1.10 0.93  0.3077
13 N 0.69 -1.33 2.29  -0.8088
14 H -2.20 1.25 1.00  0.4095
15 H 1.82 -1.50 -0.85  0.2005
16 H 1.70 1.13 -0.71  0.2457
17 O -2.04 1.23 -2.16  -0.6010
18 C 0.85 0.93 -1.36  -0.7049

Summary:
**SMILES**: C=C(N)/N=C(\C)C(N)=O
**Kohn-Sham gap**: 8.9 eV
**Highest occupied orbital energy**: -8.4 eV
**Lowest unoccupied orbital energy**: 0.58 eV

***

Model R:
Computed, not measured: the molecule C5H9N3O, with ωB97M-V/def2-TZVPD.

Each line ends with the natural charge from an NBO analysis.
Cartesian coordinates (Å):
1 H -0.58 -1.67 -2.07  0.2362
2 H 0.08 2.04 2.37  0.2097
3 H -0.71 -3.23 -1.25  0.2375
4 C -0.20 -2.26 -1.23  -0.7275
5 H 0.87 -2.45 -1.35  0.2576
6 N 0.69 0.65 0.93  -0.4074
7 N 1.70 0.42 -1.35  -0.6467
8 H -1.87 1.01 0.92  0.3745
9 C -0.37 -0.01 0.02  0.0999
10 C -0.48 -1.55 0.07  0.5732
11 H 0.05 2.68 0.72  0.2005
12 H 1.60 2.43 1.54  0.2185
13 H -2.38 0.13 -0.33  0.3762
14 N -1.61 0.75 -0.04  -0.8188
15 H 2.61 0.78 -1.04  0.3373
16 O -0.92 -2.12 1.06  -0.5099
17 C 0.59 2.02 1.41  -0.4284
18 C 0.93 0.38 -0.36  0.4176

Summary:
**SMILES**: [H]/N=C1\N(C)[C@]1(N)C(C)=O
**Kohn-Sham gap**: 9.4 eV
**Highest occupied orbital energy**: -8.8 eV
**Lowest unoccupied orbital energy**: 0.54 eV

***

Model S:
Computed, not measured: the molecule C5H9N3O, with ωB97M-V/def2-TZVPD.

Each line ends with the natural charge from an NBO analysis.
Cartesian coordinates (Å):
1 N 2.24 0.97 -0.43  -0.8293
2 C -0.05 -0.13 -0.58  0.1964
3 N 0.06 0.23 -1.94  -0.8461
4 H -0.23 -1.94 1.53  0.2083
5 C -2.42 0.13 -0.85  0.3345
6 H 0.08 -0.44 2.70  0.2163
7 H -0.83 0.77 -2.54  0.4228
8 H -1.56 -0.19 1.04  0.2537
9 H -2.48 -0.52 -1.97  0.1183
10 H 1.40 -1.45 2.74  0.2332
11 O -3.53 0.58 -0.43  -0.5552
12 C 1.22 0.11 0.20  0.3772
13 C 0.47 -1.10 2.02  -0.4778
14 H 0.99 0.27 -2.59  0.4441
15 H 3.02 1.20 0.28  0.3975
16 C -1.34 -0.01 0.00  -0.4174
17 H 1.54 1.92 -0.49  0.3709
18 N 1.42 -0.41 1.31  -0.4472

Summary:
**SMILES**: C/N=C(N)\C(N)=C\C=O
**Kohn-Sham gap**: 8.2 eV
**Highest occupied orbital energy**: -8.7 eV
**Lowest unoccupied orbital energy**: -0.57 eV

***

Of them, model S has the lowest stability.

***

Model P:
Computed, not measured: the molecule C3H6INO2, with ωB97M-V/def2-TZVPD.

Each line ends with the natural charge from an NBO analysis.
Cartesian coordinates (Å):
1 H 1.43 -1.91 1.09  0.2098
2 C -0.94 1.69 -0.07  0.7732
3 C 0.91 -1.57 0.19  -0.4400
4 N 0.57 -0.22 0.32  -0.6254
5 H 0.57 0.13 1.32  0.3922
6 H 1.63 -1.54 -0.58  0.2054
7 H 0.85 2.04 -0.57  0.4940
8 H -0.35 -0.05 -1.50  0.2289
9 H 0.01 -2.16 0.13  0.2161
10 I -2.34 -1.12 0.15  -0.1201
11 C -0.47 0.15 -0.41  -0.1469
12 O 0.18 2.45 -0.04  -0.6755
13 O -2.06 2.10 -0.03  -0.5114

Summary:
**SMILES**: CN[C@@H](I)C(=O)O
**Kohn-Sham gap**: 9.3 eV
**Highest occupied orbital energy**: -9.1 eV
**Lowest unoccupied orbital energy**: 0.22 eV

***

Model Q:
Computed, not measured: a 2-piece molecular cluster, C3H6INO2 overall, with ωB97M-V/def2-TZVPD.

Each line ends with the natural charge from an NBO analysis.
Cartesian coordinates (Å):
1 H 1.78 -1.01 -0.20  0.2533
2 H -2.17 2.50 -0.39  0.2281
3 H -0.88 2.79 -1.46  0.1903
4 O 0.46 1.94 0.93  -0.3666
5 C 0.82 1.35 -0.19  0.8710
6 H 1.46 -1.42 1.58  0.2129
7 N -0.52 1.15 0.00  -0.1676
8 C -1.36 1.91 -0.85  -0.4585
9 O 1.75 1.09 -0.86  -0.5373
10 I -0.43 -2.41 -0.09  0.0762
11 H -1.72 1.14 -1.45  0.2422
12 C 1.48 -1.82 0.62  -0.7744
13 H 2.20 -2.64 0.78  0.2304

Summary:
**SMILES**: CN1OC1=O.CI
**Kohn-Sham gap**: 9.8 eV
**Highest occupied orbital energy**: -9.3 eV
**Lowest unoccupied orbital energy**: 0.49 eV

***

Of them, model Q has the lowest stability.

***

Model P:
Computed, not measured: C3H8NO3 as an isolated structure, with ωB97M-V/def2-TZVPD.

Each line ends with the natural charge from an NBO analysis.
Cartesian coordinates (Å):
1 H -0.17 1.04 -1.89  0.3119
2 H -1.11 -0.28 -1.21  0.1925
3 N -0.10 0.52 1.48  -0.3392
4 C -0.56 0.59 -0.98  -0.6258
5 H 2.33 1.41 -3.59  0.3955
6 H 0.89 -0.73 -0.27  0.2499
7 O -0.52 -1.94 0.78  -0.6012
8 O -1.00 -1.22 2.98  -0.7170
9 H 1.43 0.99 -0.14  0.2737
10 H -1.26 -0.04 1.32  0.3190
11 C 0.55 0.29 0.10  -0.3303
12 C -0.61 -0.96 1.61  0.6019
13 H -1.26 1.22 -0.42  0.1598
14 H -0.30 -1.88 3.22  0.4855
15 O 1.72 1.00 -2.99  -1.3763

Summary:
**Net charge**: -1
**Kohn-Sham gap**: 5.0 eV
**Highest occupied orbital energy**: -2.6 eV
**Lowest unoccupied orbital energy**: 2.38 eV

***

Model Q:
Computed, not measured: a 2-piece molecular cluster, C3H8NO3 overall, with ωB97M-V/def2-TZVPD.

Each line ends with the natural charge from an NBO analysis.
Cartesian coordinates (Å):
1 N 0.01 -0.55 -0.89  -0.8911
2 H 0.74 1.19 -0.14  0.1700
3 H -1.46 0.77 1.12  0.1862
4 H -0.24 -1.51 -0.50  0.3522
5 H 0.93 -0.79 -1.47  0.3783
6 H -1.86 0.27 -3.06  0.4595
7 O -2.07 1.00 -2.42  -0.9817
8 C 0.47 0.24 0.23  -0.1773
9 H 0.14 0.68 2.33  0.2794
10 C -0.51 0.34 1.49  -0.6599
11 O 2.28 -1.42 0.44  -0.7727
12 H -1.58 0.69 -1.62  0.5041
13 H -0.67 -0.75 1.68  0.1811
14 C 1.78 -0.43 0.93  0.7584
15 O 2.05 0.25 1.88  -0.7866

Summary:
**Net charge**: -1
**Kohn-Sham gap**: 7.6 eV
**Highest occupied orbital energy**: -3.6 eV
**Lowest unoccupied orbital energy**: 3.98 eV

***

Of them, model P has the lowest stability.

***

Model P:
Computed, not measured: the molecule C2H4N2O2, with ωB97M-V/def2-TZVPD.

Each line ends with the natural charge from an NBO analysis.
Cartesian coordinates (Å):
1 H 2.17 0.45 -0.73  0.3986
2 H -0.19 0.69 -1.53  0.3862
3 O 0.01 -0.57 1.35  -0.6894
4 H -1.12 -0.51 1.12  0.3886
5 C 0.44 -0.07 0.23  0.7703
6 N 1.77 -0.13 -0.01  -0.8098
7 O -2.95 0.18 -0.62  -0.5245
8 H 2.36 -0.40 0.76  0.4104
9 C -2.02 -0.06 0.06  0.4347
10 N -0.46 0.42 -0.60  -0.7652

Summary:
**Kohn-Sham gap**: 9.6 eV
**Highest occupied orbital energy**: -8.9 eV
**Lowest unoccupied orbital energy**: 0.65 eV

***

Model Q:
Computed, not measured: the molecule C2H4N2O2, with ωB97M-V/def2-TZVPD.

Each line ends with the natural charge from an NBO analysis.
Cartesian coordinates (Å):
1 C 0.09 -0.82 0.00  0.0590
2 H -1.04 1.40 -1.21  0.3748
3 C -2.02 0.00 -0.04  0.8540
4 O -3.20 0.18 0.03  -0.5500
5 N -0.99 1.15 -0.19  -0.5119
6 N 0.23 0.58 0.20  -0.4661
7 H 0.15 -0.97 -1.13  0.1778
8 H 0.60 -1.41 0.78  0.2133
9 H 0.46 0.69 1.24  0.3580
10 O -1.33 -1.11 0.23  -0.5089

Summary:
**SMILES**: O=C1NNCO1
**Kohn-Sham gap**: 10.8 eV
**Highest occupied orbital energy**: -10.1 eV
**Lowest unoccupied orbital energy**: 0.73 eV

***

Model R:
Computed, not measured: a 2-piece molecular cluster, C2H4N2O2 overall, with ωB97M-V/def2-TZVPD.

Each line ends with the natural charge from an NBO analysis.
Cartesian coordinates (Å):
1 O -0.32 -1.35 -0.52  -0.6594
2 N 2.07 -0.17 0.30  -0.7050
3 H -0.05 1.59 0.45  0.3320
4 H -2.50 -0.45 -0.35  0.4689
5 N -1.11 0.77 0.11  -0.2146
6 H 2.93 0.34 0.48  0.3562
7 H 0.59 -1.72 -0.46  0.5253
8 O -2.46 0.46 -0.02  -0.5154
9 C -0.19 -0.08 -0.22  0.4265
10 C 1.06 0.61 0.23  -0.0145

Summary:
**Kohn-Sham gap**: 9.5 eV
**Highest occupied orbital energy**: -9.1 eV
**Lowest unoccupied orbital energy**: 0.43 eV

***

Of them, model R has the lowest stability.

***

Model P:
Computed, not measured: C2H4N2O2 as an isolated structure, with ωB97M-V/def2-TZVPD.

Each line ends with the natural charge from an NBO analysis.
Cartesian coordinates (Å):
1 H 2.36 -0.43 0.75  0.4053
2 N -0.43 0.50 -0.59  -0.7894
3 N 1.78 -0.18 -0.04  -0.8165
4 O 0.01 -0.53 1.35  -0.6940
5 H 2.19 0.46 -0.71  0.3945
6 C 0.45 -0.04 0.23  0.7630
7 C -2.05 -0.09 0.06  0.4776
8 H -0.15 0.70 -1.54  0.3801
9 H -1.14 -0.50 1.09  0.3817
10 O -2.99 0.12 -0.60  -0.5023

Summary:
**Kohn-Sham gap**: 9.9 eV
**Highest occupied orbital energy**: -9.1 eV
**Lowest unoccupied orbital energy**: 0.73 eV

***

Model Q:
Computed, not measured: the molecule C2H4N2O2, with ωB97M-V/def2-TZVPD.

Each line ends with the natural charge from an NBO analysis.
Cartesian coordinates (Å):
1 C 0.75 0.26 -0.14  0.7277
2 O -1.51 0.50 -0.10  -0.5472
3 H 0.20 -2.34 -0.09  0.2392
4 O 1.89 -0.49 -0.02  -0.6363
5 H -1.58 -1.94 0.31  0.1940
6 H 1.29 2.36 0.01  0.4268
7 C -0.68 -1.61 0.04  -0.0813
8 H -0.31 1.79 -0.08  0.4186
9 N -0.56 -0.33 -0.16  0.0285
10 N 0.64 1.60 0.03  -0.7700

Summary:
**SMILES**: C=[N+]([O-])C(N)=O
**Kohn-Sham gap (spin up / spin down)**: 9.0 / 9.0 eV
**Highest occupied orbital energy (spin up / spin down)**: -9.6 / -9.6 eV
**Lowest unoccupied orbital energy (spin up / spin down)**: -0.56 / -0.56 eV

***

Model R:
Computed, not measured: the molecule C2H4N2O2, with ωB97M-V/def2-TZVPD.

Each line ends with the natural charge from an NBO analysis.
Cartesian coordinates (Å):
1 H 1.04 -0.24 0.67  0.3886
2 O 0.45 1.55 2.02  -0.6911
3 C -0.32 1.31 0.95  0.3281
4 C -0.40 -0.23 -0.87  0.7889
5 H 0.51 -2.08 -0.67  0.3860
6 N 0.13 -1.42 -1.32  -0.8395
7 H 0.04 2.32 2.43  0.5041
8 H -0.41 -1.81 -2.08  0.4069
9 O -1.26 0.38 -1.45  -0.5743
10 N 0.20 0.23 0.33  -0.6977

Summary:
**Kohn-Sham gap**: 9.8 eV
**Highest occupied orbital energy**: -9.1 eV
**Lowest unoccupied orbital energy**: 0.74 eV

***

Of them, model Q has the lowest stability.

***

Model P:
Computed, not measured: a 2-piece molecular cluster, C4H9ClO2 overall, with ωB97M-V/def2-TZVPD.

Each line ends with the natural charge from an NBO analysis.
Cartesian coordinates (Å):
1 H 0.25 1.77 2.17  0.2312
2 C -1.91 -0.18 -0.84  -0.2324
3 H -1.80 -1.11 -0.15  0.1612
4 H -0.86 0.14 -1.18  0.1480
5 H -1.74 0.83 0.74  0.4639
6 O -2.34 0.85 0.00  -0.7334
7 O 0.84 -0.83 0.20  -0.5147
8 C 0.90 0.48 0.75  0.2794
9 H 1.73 -0.23 -1.55  0.1923
10 C 0.04 0.73 1.77  -0.5421
11 Cl 1.89 1.69 -0.07  0.0169
12 H 2.85 -1.01 -0.31  0.1858
13 H -0.73 0.13 2.07  0.2246
14 H -2.60 -0.20 -1.62  0.1849
15 C 1.85 -1.02 -0.80  -0.2682
16 H 1.66 -2.02 -1.21  0.2026

Summary:
**SMILES**: C=C(Cl)OC.CO
**Kohn-Sham gap**: 9.9 eV
**Highest occupied orbital energy**: -9.2 eV
**Lowest unoccupied orbital energy**: 0.64 eV

***

Model Q:
Computed, not measured: a 2-piece molecular cluster, C4H9ClO2 overall, with ωB97M-V/def2-TZVPD.

Each line ends with the natural charge from an NBO analysis.
Cartesian coordinates (Å):
1 C 2.44 0.53 0.97  -0.2543
2 O 1.61 -0.32 0.24  -0.5446
3 C -0.59 -1.53 -1.01  -0.6159
4 H 2.28 0.16 1.97  0.1836
5 H -2.00 0.24 -0.24  0.2031
6 H 2.14 1.51 0.77  0.1844
7 O -0.17 1.08 -0.08  -0.5525
8 H -1.76 1.84 0.83  0.2060
9 C -1.59 1.24 -0.11  -0.2737
10 H -1.30 -1.92 -0.34  0.1919
11 H 0.19 -2.27 -1.13  0.2134
12 H 3.42 0.26 0.61  0.1972
13 H -1.94 1.80 -1.03  0.1961
14 C 0.22 -0.14 0.35  0.5794
15 H -0.96 -0.93 -1.87  0.2020
16 Cl -0.48 -0.69 1.92  -0.1160

Summary:
**Kohn-Sham gap**: 9.8 eV
**Highest occupied orbital energy**: -9.0 eV
**Lowest unoccupied orbital energy**: 0.85 eV

***

Of them, model Q has the lowest stability.